Molecular formula: C3H8BF
Method: DFT, wB97M-V/def2-TZVPD

Each atom is followed by the atoms it is bonded to, with distances in Å.
Cartesian coordinates (Å):
1 B -0.1058 -0.0887 -0.0286  C2 1.608, C3 1.616, C4 1.543
2 C 0.3678 1.4400 0.1236  B1 1.608, H6 1.047, H7 1.022, H8 1.062
3 C -1.6686 -0.4286 0.2047  B1 1.616, H9 1.108, H10 1.059, H11 1.023
4 C 0.7138 -1.3465 -0.3866  B1 1.543, H12 1.080, H13 1.068
5 F 3.4549 -0.0900 -0.0140  no bonds
6 H 1.0485 1.9364 -0.4977  C2 1.047
7 H 0.9193 1.7631 0.9212  C2 1.022
8 H -0.4019 2.1713 0.1446  C2 1.062
9 H -1.7883 -1.4446 0.6293  C3 1.108
10 H -2.2385 -0.3903 -0.6873  C3 1.059
11 H -1.9875 0.2523 0.8979  C3 1.023
12 H 1.2637 -1.4763 -1.3068  C4 1.080
13 H 0.4226 -2.2982 -0.0004  C4 1.068

## Properties
2S+1 = 1
E_tot = -6629.2284 eV
energy above the lowest of the compared OMol25 structures with the same formula, charge and spin = 4.590 eV